No. 1
3 unconnected molecules or ions with the total composition C3H15N2O2 in a non-equilibrium geometry. Source: the OMol25 dataset; level of theory: the ωB97M-V functional and the def2-TZVPD basis.

The geometry in XYZ format:
```
22
Properties=species:S:1:pos:R:3:lowdin_charge:R:1
C 0.628 0.961 -1.770 -0.182
N -0.183 0.059 -2.608 0.001
C 0.230 0.775 -0.237 -0.122
N -0.438 -0.536 -0.102 -0.036
C -1.622 -0.493 0.839 0.024
H 1.660 0.748 -1.911 0.102
H 0.422 1.992 -2.043 0.115
H 0.410 -0.554 -3.138 0.087
H -0.797 0.583 -3.211 0.090
H 1.141 0.656 0.324 0.117
H -0.407 1.621 -0.022 0.116
H 0.212 -1.333 0.143 0.115
H -0.847 -0.768 -1.018 0.123
H -1.537 -1.341 1.511 0.084
H -1.762 0.472 1.300 0.096
H -2.497 -0.766 0.259 0.101
H 0.972 2.799 1.788 0.035
H 0.690 2.592 3.302 0.051
O 0.786 2.137 2.458 -0.060
H 0.097 -2.845 1.672 0.075
H 1.393 -3.155 0.958 0.087
O 0.495 -2.846 0.789 -0.020
```

Calculated values
**Net charge**: +1
**Energy relative to the best compared isomer or geometry (same formula, charge and spin)**: 19.58 kcal per mole
**DFT total energy**: -10423.1772 eV
**Gap between HOMO and LUMO**: 11.132 eV
**LUMO level**: -0.103 hartree

No. 2
C18H23N3O3 in the gas phase in a non-equilibrium geometry. Source: the OMol25 dataset; level of theory: the ωB97M-V functional and the def2-TZVPD basis.

The geometry in XYZ format:
```
47
Properties=species:S:1:pos:R:3:lowdin_charge:R:1
C -6.182 -2.458 -0.443 -0.063
O -5.028 -2.022 0.259 -0.042
C -4.713 -0.713 0.095 -0.589
O -5.317 0.043 -0.624 0.093
N -3.666 -0.382 0.887 0.089
C -2.954 0.856 0.708 -0.111
C -1.686 0.644 -0.153 -0.213
C -0.991 1.956 -0.358 -0.258
C -0.443 2.518 -1.475 -0.026
C 0.077 3.774 -1.078 -0.054
C -0.198 3.886 0.248 -0.114
O -0.846 2.795 0.693 0.028
N -0.898 -0.423 0.457 -0.133
C -0.007 -0.059 1.539 -0.139
C 1.397 0.389 1.095 -0.142
N 1.970 -0.616 0.227 -0.100
C 3.351 -0.703 0.085 -0.229
C 4.223 0.266 0.587 -0.032
C 5.593 0.106 0.486 -0.095
C 6.132 -1.013 -0.121 -0.110
C 5.278 -1.981 -0.624 -0.095
C 3.911 -1.834 -0.520 -0.033
C 1.121 -0.852 -0.924 -0.133
C -0.243 -1.352 -0.439 -0.150
H -6.084 -2.244 -1.509 0.093
H -6.251 -3.529 -0.272 0.090
H -7.073 -1.953 -0.065 0.096
H -3.137 -1.141 1.293 0.143
H -3.627 1.555 0.209 0.135
H -2.678 1.253 1.687 0.124
H -2.008 0.284 -1.136 0.160
H -0.416 2.094 -2.459 0.113
H 0.580 4.487 -1.697 0.101
H 0.004 4.660 0.962 0.120
H -0.465 0.732 2.134 0.119
H 0.107 -0.948 2.170 0.128
H 2.016 0.484 1.989 0.125
H 1.348 1.369 0.596 0.121
H 3.837 1.163 1.046 0.098
H 6.243 0.874 0.880 0.101
H 7.202 -1.132 -0.201 0.096
H 5.682 -2.866 -1.094 0.101
H 3.266 -2.616 -0.894 0.104
H 1.576 -1.591 -1.581 0.112
H 0.985 0.082 -1.495 0.121
H -0.896 -1.558 -1.289 0.122
H -0.092 -2.284 0.118 0.127
```

Calculated values
**Net charge**: 0
**Energy relative to the best compared isomer or geometry (same formula, charge and spin)**: 74.05 kcal per mole
**DFT total energy**: -29651.8135 eV
**Gap between HOMO and LUMO**: 8.459 eV
**LUMO level**: 0.027 hartree

No. 3
2 unconnected molecules or ions with the total composition C19H23FN5O6S in a non-equilibrium geometry. Source: the OMol25 dataset; level of theory: the ωB97M-V functional and the def2-TZVPD basis.

The geometry in XYZ format:
```
55
Properties=species:S:1:pos:R:3:lowdin_charge:R:1
O 4.627 4.906 3.220 0.015
O 0.953 1.306 3.129 -0.074
O 4.417 0.405 6.298 0.042
O -5.685 -4.512 -2.614 -0.317
O -3.874 -4.737 -4.219 -0.311
O 1.172 1.746 0.967 -0.090
F -1.051 -0.963 0.495 0.098
N -5.771 -1.455 -6.027 0.163
C 4.004 4.034 3.806 -0.560
C 1.580 1.260 2.045 -0.755
C 4.676 1.287 5.485 -0.468
C -5.381 -0.833 -7.124 -0.431
C -4.833 -2.080 -5.331 -0.385
C -4.078 -0.803 -7.596 -0.044
C -3.487 -2.098 -5.698 -0.029
C -3.092 -1.463 -6.872 -0.052
C -1.529 -2.880 -0.831 0.010
C -3.005 -0.972 -0.866 0.015
C -2.359 -3.547 -1.737 -0.049
C -3.846 -1.631 -1.768 -0.051
C -1.850 -1.595 -0.392 -0.241
C -3.524 -2.925 -2.207 -0.273
N -6.377 -0.157 -7.738 0.110
N 5.795 2.018 5.598 0.018
N 4.208 2.753 3.511 0.101
N -5.380 -2.622 -4.228 -0.049
C 3.030 4.407 4.904 0.013
C 6.802 1.837 6.639 -0.066
C 2.952 0.562 2.009 -0.131
C 3.634 0.350 3.375 -0.148
C 3.744 1.586 4.289 -0.209
S -4.620 -3.820 -3.346 0.710
H -3.840 -0.269 -8.508 0.103
H -2.745 -2.598 -5.087 0.099
H -2.053 -1.469 -7.196 0.113
H -0.627 -3.351 -0.454 0.123
H -3.235 0.029 -0.515 0.128
H -2.101 -4.552 -2.067 0.119
H -4.748 -1.132 -2.115 0.114
H -7.209 -0.128 -7.158 0.098
H -6.094 0.699 -8.197 0.097
H 5.940 2.733 4.899 0.122
H 4.728 2.577 2.667 0.148
H -6.360 -2.803 -4.336 0.124
H 2.956 5.491 4.957 0.080
H 3.372 4.010 5.857 0.078
H 2.052 3.991 4.658 0.090
H 7.092 0.785 6.685 0.081
H 6.384 2.125 7.604 0.081
H 7.681 2.444 6.423 0.078
H 3.629 1.146 1.381 0.091
H 2.842 -0.415 1.531 0.106
H 3.093 -0.428 3.915 0.118
H 4.640 -0.027 3.183 0.109
H 2.751 1.782 4.695 0.135
```

Calculated values
**Net charge**: -1
**DFT total energy**: -53367.1282 eV
**Gap between HOMO and LUMO**: 6.551 eV
**LUMO level**: 0.079 hartree

No. 4
7 unconnected molecules or ions with the total composition C7H28O7 in a non-equilibrium geometry. Source: the OMol25 dataset; level of theory: the ωB97M-V functional and the def2-TZVPD basis.

The geometry in XYZ format:
```
42
Properties=species:S:1:pos:R:3:lowdin_charge:R:1
C -0.574 -1.083 -0.706 -0.167
O -0.319 0.165 -0.133 -0.132
H -1.509 -1.512 -0.345 0.071
H -0.668 -1.063 -1.792 0.086
H 0.222 -1.809 -0.544 0.067
H -0.273 0.011 0.814 0.014
C 1.119 0.828 2.901 -0.137
O 0.220 -0.140 2.500 -0.143
H 1.994 0.322 3.307 0.084
H 1.427 1.446 2.057 0.094
H 0.569 1.336 3.693 0.091
H -0.049 -0.643 3.272 0.101
C 2.167 -5.518 -1.120 -0.159
O 1.732 -4.360 -0.448 -0.121
H 1.375 -6.147 -1.526 0.077
H 2.829 -5.213 -1.931 0.082
H 2.711 -6.227 -0.496 0.078
H 1.461 -4.621 0.435 0.085
C -3.317 -0.148 2.117 -0.158
O -4.562 0.532 2.110 -0.126
H -2.845 0.090 1.164 0.063
H -2.724 0.264 2.933 0.077
H -3.452 -1.224 2.229 0.078
H -5.037 0.326 1.302 0.074
C -2.395 3.538 -0.020 -0.180
O -1.970 4.754 0.531 -0.122
H -2.526 3.759 -1.079 0.078
H -1.829 2.631 0.192 0.069
H -3.372 3.320 0.411 0.071
H -2.426 5.465 0.074 0.079
C 3.031 -1.137 -2.113 -0.143
O 2.846 -2.482 -2.538 -0.136
H 2.125 -0.532 -2.090 0.062
H 3.489 -1.223 -1.127 0.079
H 3.744 -0.695 -2.808 0.081
H 2.324 -2.951 -1.883 0.018
C 0.736 3.691 -1.487 -0.164
O 1.121 2.460 -2.059 -0.127
H -0.272 3.900 -1.847 0.063
H 0.812 3.734 -0.400 0.078
H 1.430 4.400 -1.937 0.080
H 0.638 1.760 -1.614 0.035
```

Calculated values
**Net charge**: 0
**Energy relative to the best compared isomer or geometry (same formula, charge and spin)**: 92.22 kcal per mole
**DFT total energy**: -22041.8789 eV
**Gap between HOMO and LUMO**: 9.943 eV
**LUMO level**: 0.007 hartree

No. 5
2 unconnected molecules or ions with the total composition C6H10N2 in a non-equilibrium geometry. Source: the OMol25 dataset; level of theory: the ωB97M-V functional and the def2-TZVPD basis.

The geometry in XYZ format:
```
18
Properties=species:S:1:pos:R:3:lowdin_charge:R:1
C 1.838 -0.899 1.031 -0.354
C -0.966 1.087 0.551 -0.181
C 0.040 1.598 0.892 0.038
C -2.028 -0.850 -0.616 -0.105
C 2.053 0.544 -0.940 -0.099
C -2.225 0.602 -0.039 -0.243
N 1.496 -1.730 1.887 0.170
N 1.822 0.120 0.396 -0.023
H 2.188 -2.413 2.067 0.044
H 1.029 1.970 1.314 0.087
H -1.757 -0.752 -1.620 0.028
H -1.101 -1.288 -0.217 0.065
H -3.005 -1.396 -0.673 0.086
H 2.785 -0.220 -1.396 0.095
H 1.163 0.247 -1.533 0.095
H 2.165 1.567 -1.077 0.058
H -2.998 0.414 0.766 0.116
H -2.499 1.399 -0.792 0.123
```

Calculated values
**Net charge**: 0
**Energy relative to the best compared isomer or geometry (same formula, charge and spin)**: 87.96 kcal per mole
**DFT total energy**: -9355.4224 eV
**Gap between HOMO and LUMO (spin up / spin down)**: 5.764 / 6.333 eV
**LUMO level (spin up / spin down)**: 0.036 / -0.100 hartree
**Spin multiplicity**: 3

No. 6
5 unconnected molecules or ions with the total composition C23H46O14Si in a non-equilibrium geometry. Source: the OMol25 dataset; level of theory: the ωB97M-V functional and the def2-TZVPD basis.

The geometry in XYZ format:
```
84
Properties=species:S:1:pos:R:3:lowdin_charge:R:1
C 5.583 2.765 -0.838 0.048
C 4.372 2.243 -0.586 -0.095
C 3.283 2.910 0.209 -0.505
O 2.754 2.507 1.194 0.142
O 2.871 4.080 -0.342 -0.010
C 2.415 3.985 -1.705 -0.163
C 1.081 3.232 -1.781 -0.166
C -0.051 4.002 -2.484 -0.204
C -1.419 3.491 -2.027 -0.239
C -1.597 1.993 -2.302 -0.278
C -3.046 1.518 -2.486 -0.329
Si -4.264 1.896 -1.094 0.652
C -4.667 3.718 -0.851 -0.386
C -5.078 4.019 0.607 -0.180
H 6.233 3.164 -0.063 0.075
H 5.982 2.781 -1.850 0.069
H 4.128 1.264 -1.000 0.122
H 3.165 3.477 -2.315 0.109
H 2.330 5.005 -2.076 0.125
H 1.235 2.301 -2.332 0.115
H 0.756 2.994 -0.764 0.121
H 0.027 5.071 -2.267 0.112
H 0.038 3.830 -3.561 0.116
H -2.200 4.078 -2.517 0.104
H -1.507 3.677 -0.949 0.115
H -1.059 1.770 -3.234 0.109
H -1.081 1.423 -1.524 0.096
H -3.470 1.870 -3.431 0.076
H -3.019 0.424 -2.562 0.056
H -3.845 1.245 0.174 -0.025
H -5.547 1.241 -1.461 -0.031
H -3.844 4.379 -1.120 0.041
H -5.494 3.958 -1.527 0.064
H -4.191 4.192 1.220 0.067
H -5.674 4.934 0.658 0.064
H -5.657 3.205 1.049 0.042
C -0.986 -4.490 -4.744 -0.033
O -0.619 -4.319 -3.371 0.001
C -1.022 -3.168 -2.833 -0.617
O -1.644 -2.304 -3.396 0.124
O -0.615 -3.137 -1.564 -0.016
C -0.981 -1.948 -0.859 -0.023
H -0.594 -5.459 -5.036 0.094
H -2.069 -4.476 -4.855 0.098
H -0.543 -3.708 -5.358 0.098
H -2.063 -1.840 -0.814 0.098
H -0.538 -1.071 -1.328 0.089
H -0.588 -2.057 0.148 0.098
C -7.160 1.461 3.763 -0.036
O -6.597 0.658 2.721 -0.007
C -6.690 -0.656 2.929 -0.624
O -7.192 -1.183 3.888 0.124
O -6.135 -1.284 1.894 -0.002
C -6.168 -2.711 1.984 -0.038
H -7.010 2.491 3.454 0.087
H -8.224 1.257 3.871 0.098
H -6.650 1.278 4.706 0.099
H -7.194 -3.069 2.027 0.097
H -5.620 -3.053 2.860 0.097
H -5.686 -3.074 1.081 0.092
C 4.516 0.155 2.196 -0.029
O 5.727 -0.610 2.106 -0.024
C 6.406 -0.706 3.248 -0.630
O 6.106 -0.206 4.299 0.133
O 7.481 -1.468 3.024 -0.007
C 8.309 -1.667 4.175 -0.036
H 4.069 0.159 1.208 0.075
H 3.823 -0.309 2.895 0.108
H 4.724 1.178 2.496 0.096
H 7.752 -2.167 4.966 0.098
H 8.691 -0.716 4.540 0.097
H 9.130 -2.296 3.844 0.093
C 0.990 -5.468 -0.108 -0.035
O 1.755 -4.717 0.843 0.003
C 3.027 -4.521 0.494 -0.622
O 3.548 -4.918 -0.518 0.123
O 3.619 -3.802 1.447 0.007
C 4.997 -3.500 1.189 -0.024
H -0.009 -5.542 0.310 0.096
H 0.950 -4.952 -1.064 0.078
H 1.416 -6.462 -0.238 0.098
H 5.092 -2.917 0.276 0.103
H 5.583 -4.415 1.112 0.102
H 5.343 -2.917 2.031 0.072
```

Calculated values
**Net charge**: 0
**DFT total energy**: -61137.4129 eV
**Gap between HOMO and LUMO**: 9.266 eV
**LUMO level**: -0.004 hartree

Which of these has the lowest net charge? C19H23FN5O6S

What is the formula in the fourth record? C7H28O7